The following is a DFT calculation (ωB97M-V/def2-TZVPD) of a cluster of 4 separate species, C2H10O2S2 in total.

Each line ends with the Löwdin spin population.
Positions of all 16 atoms, in Å:
1 C 1.100 0.860 1.414  0.0476
2 S 2.062 0.730 -0.079  0.3962
3 S -1.430 -1.518 0.782  0.4196
4 C -0.040 -2.087 -0.193  0.0631
5 H 1.695 1.350 2.194  0.0113
6 H 0.720 -0.083 1.880  0.0189
7 H 0.155 1.415 1.406  -0.0004
8 H 0.425 -2.954 0.268  -0.0008
9 H 0.753 -1.322 -0.389  0.0208
10 H -0.339 -2.300 -1.219  0.0129
11 H -2.847 1.563 0.904  0.0000
12 H -1.747 0.559 0.489  0.0045
13 O -2.017 1.512 0.430  0.0064
14 H 0.783 0.756 -1.925  0.0006
15 H 0.376 1.577 -3.152  0.0000
16 O 0.129 0.816 -2.651  -0.0006

Calculated values
charge: -1
spin multiplicity: 2
maximum force: 0.0281 hartree/bohr
Kohn-Sham gap (alpha / beta): 7.9 / 4.5 eV

***

The following is a DFT calculation (ωB97M-V/def2-TZVPD) of the molecule C2H2S3.

Each line ends with the natural charge from an NBO analysis.
Positions of all 7 atoms, in Å:
1 C 0.714 0.715 -0.223  -0.4304
2 C 0.748 -0.641 -0.216  -0.3912
3 S 2.119 1.646 -0.068  0.2154
4 S 2.201 -1.600 -0.054  0.1785
5 S 3.505 -0.077 0.116  -0.0592
6 H -0.063 1.257 -0.527  0.2327
7 H -0.242 -1.232 -0.465  0.2541

Calculated values
maximum force: 0.1037 hartree/bohr
Kohn-Sham gap: 6.9 eV
SMILES: C1=CSSS1

***

The following is a DFT calculation (ωB97M-V/def2-TZVPD) of the molecule C3H3N5.

Each line ends with the natural charge from an NBO analysis.
Positions of all 11 atoms, in Å:
1 C 0.696 -0.792 0.486  0.2943
2 C -0.659 -0.615 1.010  -0.0338
3 C -0.211 1.175 -1.006  0.1288
4 H 2.123 -0.538 1.820  0.3564
5 H -1.305 -1.360 1.593  0.2413
6 H -0.012 2.010 -1.649  0.2149
7 N 1.949 -0.637 0.856  -0.5656
8 N -1.425 0.384 0.743  -0.2102
9 N -0.892 1.548 0.093  -0.2170
10 N -0.018 -0.088 -1.489  -0.1356
11 N 0.420 -1.025 -0.875  -0.0736

Calculated values
maximum force: 0.0922 hartree/bohr
Kohn-Sham gap: 8.9 eV
SMILES: [H]/N=c1\cnncnn1

***

The following is a DFT calculation (ωB97M-V/def2-TZVPD) of a cluster of 5 separate species, C11H34N8O5 in total.

Each line ends with the natural charge from an NBO analysis.
Positions of all 58 atoms, in Å:
1 C 2.902 0.302 -2.810  -0.6150
2 C 3.101 -0.902 -3.689  -0.0651
3 C 1.757 -1.507 -4.233  -0.0590
4 O 0.807 -1.594 -3.231  -0.5404
5 C -0.194 -2.512 -3.456  -0.2532
6 N 4.070 -0.542 -4.763  -0.8419
7 H 2.383 -0.034 -1.913  0.2077
8 H 2.341 1.096 -3.303  0.2057
9 H 3.836 0.618 -2.346  0.2156
10 H 3.425 -1.732 -3.061  0.1862
11 H 1.972 -2.527 -4.554  0.1571
12 H 1.344 -1.044 -5.129  0.1537
13 H -0.753 -2.388 -4.383  0.1597
14 H -0.934 -2.340 -2.674  0.2018
15 H 0.079 -3.564 -3.370  0.1685
16 H 3.618 -0.410 -5.657  0.3565
17 H 4.749 -1.280 -4.879  0.3614
18 C 1.634 0.317 3.606  -0.6324
19 C 2.847 1.253 3.255  -0.0637
20 C 2.472 2.447 2.314  -0.0725
21 O 1.917 1.978 1.114  -0.5668
22 C 1.650 3.061 0.259  -0.2537
23 N 3.514 1.760 4.492  -0.8103
24 H 0.664 0.759 3.834  0.2166
25 H 1.971 -0.404 4.350  0.2168
26 H 1.427 -0.382 2.796  0.2144
27 H 3.445 0.601 2.618  0.1675
28 H 3.344 3.039 2.037  0.1655
29 H 1.879 3.176 2.865  0.1716
30 H 0.897 3.632 0.802  0.1641
31 H 1.219 2.847 -0.719  0.2123
32 H 2.555 3.661 0.163  0.1764
33 H 4.328 2.274 4.187  0.3538
34 H 3.790 0.844 4.815  0.3581
35 C -1.402 0.374 0.925  0.7939
36 O -2.426 -0.177 0.811  -0.7065
37 N -0.275 0.085 0.300  -0.8387
38 N -1.103 1.261 1.799  -0.8255
39 H 0.621 0.403 0.640  0.4123
40 H -0.306 -0.677 -0.362  0.4062
41 H -0.222 1.740 1.915  0.4209
42 H -1.962 1.409 2.310  0.3911
43 C -4.747 0.803 3.276  0.7346
44 O -5.425 0.963 4.300  -0.7021
45 N -4.277 -0.255 2.847  -0.8221
46 N -4.445 1.670 2.373  -0.8367
47 H -3.791 -0.318 1.964  0.4222
48 H -4.574 -0.985 3.478  0.4019
49 H -4.832 2.602 2.404  0.3960
50 H -3.654 1.467 1.780  0.3715
51 C -3.458 -2.814 -1.065  0.7329
52 O -2.565 -3.243 -0.403  -0.6874
53 N -4.150 -3.354 -1.972  -0.8149
54 N -3.947 -1.663 -0.722  -0.8433
55 H -4.896 -2.890 -2.469  0.3877
56 H -3.916 -4.297 -2.249  0.4003
57 H -3.464 -1.093 -0.042  0.4351
58 H -4.840 -1.514 -1.171  0.3541

Calculated values
maximum force: 0.1763 hartree/bohr
Kohn-Sham gap: 9.7 eV
SMILES: COC[C@H](C)N.COC[C@H](C)N.NC(N)=O.NC(N)=O.NC(N)=O

***

The following is a DFT calculation (ωB97M-V/def2-TZVPD) of a cluster of 2 separate species, C4H8N2O6 in total.

Each line ends with the natural charge from an NBO analysis.
Positions of all 20 atoms, in Å:
1 C 1.369 -0.963 0.822  -0.6715
2 C 0.757 0.212 0.271  0.2650
3 C 1.821 1.516 -0.241  -0.3480
4 C -0.345 -0.218 -0.626  -0.1448
5 O -0.411 0.715 -1.691  -0.3637
6 N -1.457 0.189 -2.598  0.7190
7 O -2.062 -0.806 -2.231  -0.3669
8 O -1.565 0.834 -3.575  -0.2984
9 O 0.749 1.475 0.768  -0.4965
10 O -2.249 -1.691 2.666  -0.2829
11 N -2.542 -0.537 3.049  0.5004
12 O -3.658 -0.182 3.241  -0.2168
13 H 1.978 -1.417 0.005  0.2188
14 H 1.878 -0.776 1.764  0.2358
15 H 0.592 -1.757 1.044  0.2222
16 H 2.172 0.855 -1.154  0.1978
17 H 1.587 2.445 -0.828  0.2203
18 H 2.747 1.618 0.367  0.2117
19 H -0.075 -1.205 -0.989  0.1964
20 H -1.287 -0.306 -0.066  0.2020

Calculated values
maximum force: 0.0924 hartree/bohr
Kohn-Sham gap (alpha / beta): 10.0 / 3.7 eV

***

The following is a DFT calculation (ωB97M-V/def2-TZVPD) of a cluster of 4 separate species, C3H12N2O5 in total.

Each line ends with the natural charge from an NBO analysis.
Positions of all 22 atoms, in Å:
1 O -0.296 -1.304 0.841  -0.5555
2 C -0.850 -0.897 -0.146  0.4674
3 C -0.628 0.503 -0.683  -0.3560
4 N -0.134 1.458 0.295  -0.6638
5 C 0.983 2.251 0.052  0.7874
6 N 1.284 2.492 -1.304  -0.8518
7 O 1.615 2.744 0.948  -0.6181
8 H -1.391 -1.529 -0.859  0.1459
9 H 0.093 0.472 -1.507  0.2501
10 H -1.598 0.817 -1.097  0.1932
11 H -0.075 1.133 1.260  0.4172
12 H 1.784 3.356 -1.414  0.3997
13 H 0.446 2.503 -1.866  0.3695
14 H 0.430 -3.537 1.234  0.4873
15 H 1.687 -2.643 0.762  0.4907
16 O 1.304 -3.519 0.869  -0.9724
17 H 0.062 -3.234 -2.782  0.4714
18 H 0.429 -3.671 -1.341  0.4955
19 O 0.302 -2.888 -1.896  -0.9633
20 H -2.811 0.780 2.149  0.4758
21 H -2.528 1.165 0.683  0.4687
22 O -3.108 0.658 1.255  -0.9390

Calculated values
maximum force: 0.0393 hartree/bohr
Kohn-Sham gap: 10.6 eV
SMILES: NC(=O)NCC=O.O.O.O

***

no.,E_tot (eV)
1,-28001.5775
2,-34610.6276
3,-10605.0491
4,-34114.9421
5,-19530.1122
6,-16523.5683